No. 1
C4H12BN | ωB97M-V/def2-TZVPD

Positions of all 18 atoms, in Å:
N: 0.99684 -0.76423 -0.04672
C: 1.12519 -2.18888 -0.12645
C: -1.13517 1.08922 2.00732
C: -1.58315 2.59713 -0.43048
C: 0.80400 -0.07345 -1.30392
B: -1.66863 1.89826 0.79536
H: 1.52963 -2.58603 -1.08570
H: -0.17232 -0.33585 -1.67511
H: -1.68080 1.36202 2.96783
H: -1.83508 2.17193 -1.45299
H: -1.32542 -0.00490 2.13521
H: 1.90553 -0.28414 0.32873
H: 0.60996 1.04035 -0.94959
H: -0.05789 1.25930 2.32949
H: 0.19922 -2.65401 0.06816
H: -1.15669 3.64005 -0.56322
H: 1.82578 -2.60640 0.61524
H: 1.64414 -0.33155 -2.02038

Forces on atoms 1 to 3 (eV/Å):
2.77 1.92 1.44
1.83 -0.72 -0.29
-0.51 -0.08 3.00

As for the SMILES: C=BC.CNC. Its relative energy (zero: lowest compared OMol25 entry of this formula, charge and spin) is 4.1755 eV. The HOMO-LUMO gap comes out at 8.857 eV.

Partial atomic charges computed with the natural (NBO) method, in multiples of e: atom 1 (N): -0.63, atom 2 (C): -0.42, atom 3 (C): -1.10, atom 4 (C): -1.12, atom 5 (C): -0.43, atom 6 (B): 0.89, atom 7 (H): 0.16, atom 8 (H): 0.19, atom 9 (H): 0.25, atom 10 (H): 0.26, atom 11 (H): 0.29, atom 12 (H): 0.34, atom 13 (H): 0.23, atom 14 (H): 0.27, atom 15 (H): 0.19, atom 16 (H): 0.27, atom 17 (H): 0.20, atom 18 (H): 0.17



No. 2
C4H12BN | ωB97M-V/def2-TZVPD

Positions of all 18 atoms, in Å:
N: -0.54298 2.15570 -0.15826
C: 2.29108 -0.90517 0.43621
C: -1.51294 -0.21279 -0.61105
C: -2.07042 -1.14389 0.43502
C: 1.82909 0.43483 -0.22854
B: -0.32997 0.81282 -0.20908
H: 3.31355 -1.08040 0.14106
H: -1.37481 2.74303 -0.23548
H: 0.23223 2.84790 -0.12839
H: -3.17539 -1.42188 0.43422
H: 2.17958 1.31588 0.44944
H: 1.74283 -1.73797 0.10739
H: 2.19591 0.40946 -1.29797
H: -1.96806 -0.82013 1.42887
H: -2.36595 0.50810 -0.87586
H: -1.26315 -0.73219 -1.52726
H: -1.57417 -2.19197 0.31296
H: 2.39359 -0.98133 1.52673

Forces on atoms 1 to 3 (eV/Å):
0.89 3.27 0.18
0.77 1.46 0.18
-1.16 2.29 0.17

Its relative energy (zero: lowest compared OMol25 entry of this formula, charge and spin) is 2.0539 eV. The HOMO-LUMO gap comes out at 9.009 eV.

Partial atomic charges computed with the natural (NBO) method, in multiples of e: atom 1 (N): -1.09, atom 2 (C): -0.63, atom 3 (C): -0.77, atom 4 (C): -0.60, atom 5 (C): -0.63, atom 6 (B): 0.87, atom 7 (H): 0.19, atom 8 (H): 0.40, atom 9 (H): 0.40, atom 10 (H): 0.21, atom 11 (H): 0.19, atom 12 (H): 0.20, atom 13 (H): 0.21, atom 14 (H): 0.20, atom 15 (H): 0.20, atom 16 (H): 0.24, atom 17 (H): 0.20, atom 18 (H): 0.20



Number 1: energy -239.08300 hartree, HOMO -8.2535 eV. Number 2: energy -239.16097 hartree, HOMO -8.3997 eV.